No. 1
Formula: C16H39InN7
Source: the Open Molecules 2025 dataset
Level of theory: ωB97M-V/def2-TZVPD

DFT total energy = -1205.51389 Eh

Structure (ORCA input):
```
! RIJCOSX wB97M-V def2-TZVPD def2/J DEFGRID3
* xyz 3 1
In -12.88 0.53 4.61
N -13.86 2.03 2.95
N -14.53 1.93 5.86
N -13.12 -0.99 2.63
N -10.35 -0.44 4.10
N -14.56 -1.26 5.35
N -11.56 -0.14 6.68
N -11.04 2.27 5.10
C -10.11 -1.44 5.18
C -10.62 2.27 6.54
C -12.93 -0.42 1.26
C -16.22 0.14 6.69
C -14.48 -2.31 4.27
C -10.38 -0.99 6.60
C -15.98 -0.89 5.55
C -9.32 0.68 3.97
C -14.71 1.53 1.85
C -15.42 2.65 4.91
C -15.20 1.24 7.02
C -14.37 -1.81 2.80
C -14.56 3.13 3.69
C -11.37 1.21 7.34
C -13.95 0.69 0.85
C -9.96 2.04 4.10
H -10.92 1.05 8.34
H -10.41 -0.89 3.16
H -12.23 -0.64 7.26
H -10.42 -1.88 7.23
H -13.07 2.54 2.53
H -14.21 -1.69 6.19
H -12.43 1.53 7.61
H -9.54 2.27 6.62
H -16.57 -1.74 5.80
H -15.78 3.53 5.44
H -15.34 -1.32 2.54
H -15.21 2.33 1.30
H -15.35 -2.96 4.33
H -13.44 1.41 0.18
H -14.28 -2.71 2.13
H -15.30 3.63 2.99
H -16.38 -0.47 7.62
H -11.93 -0.02 1.19
H -13.58 -2.91 4.51
H -13.88 2.66 6.24
H -16.15 2.00 4.50
H -11.42 3.22 4.96
H -9.50 -0.42 7.02
H -15.53 0.95 2.33
H -15.77 2.04 7.54
H -9.20 2.76 4.38
H -10.96 3.26 6.92
H -8.83 0.57 3.01
H -14.70 0.20 0.26
H -10.81 -2.28 4.96
H -13.01 -1.20 0.46
H -14.43 0.91 7.73
H -12.29 -1.61 2.80
H -13.78 3.85 3.95
H -16.33 -0.51 4.59
H -17.21 0.54 6.49
H -8.54 0.59 4.71
H -9.11 -1.89 5.17
H -10.37 2.36 3.16
*
```

In elementary charge units, the Löwdin charges are: number 1, In, carries 1.1048; number 2, N, carries -0.1084; number 3, N, carries -0.1150; number 4, N, carries -0.1172; number 5, N, carries -0.0771; number 6, N, carries -0.0877; number 7, N, carries -0.0978; number 8, N, carries -0.0975; number 9, C, carries -0.1865; number 10, C, carries -0.1436; number 11, C, carries -0.1577; number 12, C, carries -0.1317; number 13, C, carries -0.1584; number 14, C, carries -0.1753; number 15, C, carries -0.1805; number 16, C, carries -0.1266; number 17, C, carries -0.2035; number 18, C, carries -0.1330; number 19, C, carries -0.1736; number 20, C, carries -0.1498; number 21, C, carries -0.1557; number 22, C, carries -0.1614; number 23, C, carries -0.1429; number 24, C, carries -0.1816; number 25, H, carries 0.1472; number 26, H, carries 0.1178; number 27, H, carries 0.1162; number 28, H, carries 0.1470; number 29, H, carries 0.1317; number 30, H, carries 0.1189; number 31, H, carries 0.1111; number 32, H, carries 0.1388; number 33, H, carries 0.1283; number 34, H, carries 0.1540; number 35, H, carries 0.1351; number 36, H, carries 0.1430; number 37, H, carries 0.1343; number 38, H, carries 0.1427; number 39, H, carries 0.1583; number 40, H, carries 0.1572; number 41, H, carries 0.1467; number 42, H, carries 0.1100; number 43, H, carries 0.1283; number 44, H, carries 0.1298; number 45, H, carries 0.1073; number 46, H, carries 0.1256; number 47, H, carries 0.1502; number 48, H, carries 0.1275; number 49, H, carries 0.1457; number 50, H, carries 0.1409; number 51, H, carries 0.1486; number 52, H, carries 0.1424; number 53, H, carries 0.1189; number 54, H, carries 0.1263; number 55, H, carries 0.1527; number 56, H, carries 0.1061; number 57, H, carries 0.1132; number 58, H, carries 0.1244; number 59, H, carries 0.1153; number 60, H, carries 0.1268; number 61, H, carries 0.1279; number 62, H, carries 0.1449; number 63, H, carries 0.1166

No. 2
Formula: C16H39NbO8PS
Source: the Open Molecules 2025 dataset
Level of theory: ωB97M-V/def2-TZVPD

DFT total energy = -2031.31518 Eh

Structure (ORCA input):
```
! RIJCOSX wB97M-V def2-TZVPD def2/J DEFGRID3
* xyz -1 1
Nb 2.98 -4.51 2.97
S -0.94 -3.93 3.55
P 0.62 -3.36 2.38
O -1.62 0.61 0.68
O -7.24 4.19 -1.52
O 6.52 -3.74 5.38
O -2.52 0.74 -4.08
O 6.80 -2.69 3.47
O -5.18 3.44 -1.68
O -1.99 2.67 0.05
O -2.29 2.31 -5.59
C -2.94 -1.47 0.90
C -1.92 -0.54 1.51
C 7.38 -1.50 5.58
C -3.01 4.26 -2.49
C -1.09 -0.51 -2.51
C 6.92 -1.48 2.72
C -3.72 1.72 1.40
C -2.38 1.72 0.69
C -0.58 0.63 -5.61
C 6.85 -2.72 4.83
C 8.35 -1.12 2.41
C -1.86 1.28 -5.12
C -2.20 -0.55 -3.53
C -4.01 3.14 -2.48
C -6.14 4.72 -3.57
C -6.25 4.09 -2.19
H -5.71 5.72 -3.45
H -0.14 -0.22 -2.96
H -3.75 1.11 2.30
H -0.43 0.94 -6.64
H -2.12 3.94 -3.03
H -0.96 -1.50 -2.07
H 6.39 -0.67 3.22
H -3.03 -2.35 1.55
H -1.32 0.19 -1.72
H -3.59 2.27 -1.99
H -0.97 -1.05 1.60
H 2.71 -6.25 2.43
H -2.60 -1.80 -0.08
H -4.30 2.83 -3.48
H 4.69 -5.02 2.84
H 8.92 -0.89 3.32
H 7.13 -0.55 5.12
H -3.14 -0.86 -3.07
H 0.26 -3.51 1.04
H -5.52 4.18 -4.27
H -2.21 -0.21 2.51
H 0.24 1.02 -5.01
H 2.90 -4.16 1.15
H -4.46 1.33 0.70
H -3.97 2.75 1.62
H 8.84 -1.95 1.89
H 8.46 -1.58 5.63
H 6.97 -1.55 6.58
H -3.92 -1.00 0.80
H -7.15 4.82 -3.96
H -0.58 -0.45 -5.53
H -2.72 4.50 -1.47
H 3.93 -2.95 2.86
H -1.99 -1.26 -4.34
H 6.36 -1.70 1.81
H -3.40 5.16 -2.98
H 2.55 -4.45 4.78
H 8.38 -0.24 1.76
H 0.72 -1.96 2.37
*
```

In elementary charge units, the Löwdin charges are: number 1, Nb, carries 0.5726; number 2, S, carries -0.2323; number 3, P, carries -0.0132; number 4, O, carries -0.0181; number 5, O, carries 0.0840; number 6, O, carries 0.0878; number 7, O, carries -0.0185; number 8, O, carries -0.0516; number 9, O, carries -0.0024; number 10, O, carries 0.0818; number 11, O, carries 0.0902; number 12, C, carries -0.0602; number 13, C, carries -0.2231; number 14, C, carries 0.0085; number 15, C, carries -0.0557; number 16, C, carries -0.0500; number 17, C, carries -0.2555; number 18, C, carries 0.0222; number 19, C, carries -0.5168; number 20, C, carries 0.0151; number 21, C, carries -0.5253; number 22, C, carries -0.0707; number 23, C, carries -0.5187; number 24, C, carries -0.2198; number 25, C, carries -0.2286; number 26, C, carries 0.0127; number 27, C, carries -0.5268; number 28, H, carries 0.0899; number 29, H, carries 0.0733; number 30, H, carries 0.0742; number 31, H, carries 0.0873; number 32, H, carries 0.0813; number 33, H, carries 0.0859; number 34, H, carries 0.1113; number 35, H, carries 0.0616; number 36, H, carries 0.0674; number 37, H, carries 0.1010; number 38, H, carries 0.0595; number 39, H, carries -0.1614; number 40, H, carries 0.0672; number 41, H, carries 0.0983; number 42, H, carries -0.1645; number 43, H, carries 0.0620; number 44, H, carries 0.0675; number 45, H, carries 0.1227; number 46, H, carries -0.1436; number 47, H, carries 0.0720; number 48, H, carries 0.1171; number 49, H, carries 0.0959; number 50, H, carries -0.1664; number 51, H, carries 0.0930; number 52, H, carries 0.0919; number 53, H, carries 0.0803; number 54, H, carries 0.0874; number 55, H, carries 0.0854; number 56, H, carries 0.0658; number 57, H, carries 0.0842; number 58, H, carries 0.0720; number 59, H, carries 0.0694; number 60, H, carries -0.1441; number 61, H, carries 0.1100; number 62, H, carries 0.1203; number 63, H, carries 0.0689; number 64, H, carries -0.1607; number 65, H, carries 0.0762; number 66, H, carries -0.1469

No. 3
Formula: C16H40F9N6O5P2S2
Source: the Open Molecules 2025 dataset
Level of theory: ωB97M-V/def2-TZVPD

DFT total energy = -3716.16763 Eh

Structure (ORCA input):
```
! RIJCOSX wB97M-V def2-TZVPD def2/J DEFGRID3
* xyz -1 1
S -6.45 -2.80 -5.20
S -1.46 -2.76 -5.39
P 1.19 2.06 -2.16
P 1.35 -0.24 4.51
F -7.48 -1.73 -4.63
F -5.77 -3.02 -3.79
F -4.24 0.58 -5.09
F -5.46 -0.32 -3.55
F -5.53 -3.93 -5.79
F -7.15 -2.70 -6.64
F -7.52 -3.92 -4.82
F -5.97 -0.55 -6.43
F -4.36 -1.92 -6.53
O 1.49 0.16 3.07
O 0.23 1.17 -2.88
O -2.37 -3.77 -4.85
O -0.07 -2.88 -4.97
O -1.57 -2.65 -6.85
N 2.49 0.97 -1.93
N 2.12 3.52 -1.91
N 0.22 2.35 -0.72
N 0.61 -0.24 6.09
N 2.95 0.07 5.05
N 0.99 -1.94 4.25
C 1.59 4.64 -2.70
C -5.24 -1.42 -5.70
C -3.32 -1.22 -3.94
C 3.84 -0.73 5.86
C 2.52 4.01 -0.61
C -1.22 2.34 -0.99
C 0.69 -1.35 7.01
C -4.58 -0.63 -4.54
C 0.46 1.60 0.51
C 3.21 0.66 -3.15
C 3.28 0.69 -0.76
C 0.25 -2.18 3.00
C 3.26 1.49 5.16
C -0.77 0.25 6.03
C -2.06 -1.14 -4.81
C 2.01 -2.97 4.37
H 0.08 -2.20 6.69
H -1.44 -0.49 5.56
H 2.72 0.75 0.16
H -1.26 -0.73 -4.20
H 0.45 0.52 0.36
H 4.34 1.65 5.14
H 1.67 4.42 -0.04
H 2.90 -2.76 3.76
H 0.33 -1.01 7.98
H -0.82 1.17 5.44
H 1.41 4.32 -3.73
H 2.52 0.53 -3.99
H 2.30 5.46 -2.75
H -3.13 -0.62 -3.05
H -3.44 -2.24 -3.59
H -0.50 -1.41 2.83
H 2.85 2.04 4.31
H -0.30 1.85 1.25
H -0.27 -3.14 3.07
H 2.85 1.93 6.08
H -1.45 2.84 -1.93
H 3.72 -0.54 6.94
H 3.64 -0.34 -0.81
H -1.62 1.32 -1.04
H -2.13 -0.50 -5.68
H 1.71 -1.70 7.18
H 4.17 1.34 -0.68
H 2.32 -3.11 5.41
H 0.91 -2.20 2.13
H 3.01 3.25 -0.01
H 1.40 1.89 0.99
H -1.15 0.48 7.03
H 3.74 -1.79 5.67
H 3.92 1.47 -3.42
H 1.60 -3.93 4.07
H 3.25 4.80 -0.75
H 0.64 5.01 -2.30
H 3.76 -0.27 -3.06
H -1.74 2.87 -0.19
H 4.88 -0.49 5.60
*
```

In elementary charge units, the Löwdin charges are: number 1, S, carries 0.7872; number 2, S, carries 0.3896; number 3, P, carries 0.7281; number 4, P, carries 0.7333; number 5, F, carries -0.1370; number 6, F, carries -0.1208; number 7, F, carries 0.0970; number 8, F, carries 0.0964; number 9, F, carries -0.1227; number 10, F, carries -0.1488; number 11, F, carries -0.1391; number 12, F, carries 0.1006; number 13, F, carries 0.1657; number 14, O, carries -0.2618; number 15, O, carries -0.2527; number 16, O, carries -0.3879; number 17, O, carries -0.3865; number 18, O, carries -0.4007; number 19, N, carries -0.3191; number 20, N, carries -0.3264; number 21, N, carries -0.3081; number 22, N, carries -0.3272; number 23, N, carries -0.3225; number 24, N, carries -0.3107; number 25, C, carries -0.1471; number 26, C, carries -0.4316; number 27, C, carries -0.1086; number 28, C, carries -0.1406; number 29, C, carries -0.1432; number 30, C, carries -0.1535; number 31, C, carries -0.1376; number 32, C, carries -0.4551; number 33, C, carries -0.1639; number 34, C, carries -0.1327; number 35, C, carries -0.1366; number 36, C, carries -0.1417; number 37, C, carries -0.1392; number 38, C, carries -0.1398; number 39, C, carries -0.2090; number 40, C, carries -0.1488; number 41, H, carries 0.0873; number 42, H, carries 0.0826; number 43, H, carries 0.0430; number 44, H, carries 0.0740; number 45, H, carries 0.0896; number 46, H, carries 0.0794; number 47, H, carries 0.0845; number 48, H, carries 0.0910; number 49, H, carries 0.0879; number 50, H, carries 0.0757; number 51, H, carries 0.0761; number 52, H, carries 0.0771; number 53, H, carries 0.0740; number 54, H, carries 0.1228; number 55, H, carries 0.1059; number 56, H, carries 0.0707; number 57, H, carries 0.0700; number 58, H, carries 0.0773; number 59, H, carries 0.0817; number 60, H, carries 0.0785; number 61, H, carries 0.0693; number 62, H, carries 0.0806; number 63, H, carries 0.0847; number 64, H, carries 0.0785; number 65, H, carries 0.0936; number 66, H, carries 0.0614; number 67, H, carries 0.0785; number 68, H, carries 0.0546; number 69, H, carries 0.0841; number 70, H, carries 0.0615; number 71, H, carries 0.0416; number 72, H, carries 0.0767; number 73, H, carries 0.0453; number 74, H, carries 0.0754; number 75, H, carries 0.0823; number 76, H, carries 0.0851; number 77, H, carries 0.0795; number 78, H, carries 0.0816; number 79, H, carries 0.0763; number 80, H, carries 0.0835

| no. | orbital gap (eV) | LUMO energy (eV) |
| --- | --- | --- |
| 1 | 9.18 | -10.013 |
| 2 | 6.57 | 2.153 |
| 3 | 6.30 | 1.478 |